# 1
The following is a DFT calculation (ωB97M-V/def2-TZVPD) of 2 unconnected molecules or ions with the total composition C3H6O4S2.

Results
HOMO-LUMO gap (eV): 10.086
Highest occupied orbital energy (eV): -9.613
Relative energy (zero: lowest compared OMol25 entry of this formula, charge and spin) (kJ/mol): 43.0

Bonds (Å) are listed after each position.
Geometry (Å):
1 C 2.398 1.614 -0.956  O7 1.112
2 C 0.060 -1.841 -1.386  S8 1.882, H10 1.100, H11 1.175, H12 1.085
3 C -1.365 1.413 1.447  S9 1.809, H13 1.073, H14 1.100, H15 1.073
4 O 0.596 -2.423 1.041  S8 1.429
5 O -0.739 1.166 -1.093  S9 1.466
6 O 0.730 0.004 0.576  S8 1.728, S9 1.663
7 O 3.284 1.284 -0.371  C1 1.112
8 S -0.227 -1.427 0.428  C2 1.882, O4 1.429, O6 1.728
9 S -0.067 1.411 0.187  C3 1.809, O5 1.466, O6 1.663
10 H 1.150 -1.701 -1.422  C2 1.100
11 H -0.353 -2.931 -1.534  C2 1.175
12 H -0.454 -1.113 -2.005  C2 1.085
13 H -1.006 1.149 2.423  C3 1.073
14 H -1.711 2.457 1.454  C3 1.100
15 H -2.298 0.939 1.211  C3 1.073

# 2
The following is a DFT calculation (ωB97M-V/def2-TZVPD) of C2H4ClN3O in the gas phase.

Results
HOMO-LUMO gap (spin up / spin down) (eV): 6.167 / 6.826
Multiplicity: 3
Highest occupied orbital energy (spin up / spin down) (eV): -5.764 / -9.148
Relative energy (zero: lowest compared OMol25 entry of this formula, charge and spin) (kJ/mol): 175.0
<S²>: 2.008

Bonds (Å) are listed after each position.
Geometry (Å):
1 C -0.012 1.100 -0.508  C2 1.556, N3 1.492, H8 1.014, H9 1.044
2 C -0.266 -0.428 -0.354  C1 1.556, N5 1.577, O6 1.348, Cl7 1.757
3 N 1.009 1.544 0.486  C1 1.492, N4 1.228
4 N 1.229 0.632 1.279  N3 1.228, N5 1.354
5 N 0.466 -0.461 1.042  C2 1.577, N4 1.354, H10 1.002
6 O -1.542 -0.843 -0.226  C2 1.348, H11 0.986
7 Cl 0.672 -1.400 -1.478  C2 1.757
8 H 0.224 1.450 -1.430  C1 1.014
9 H -0.782 1.616 -0.028  C1 1.044
10 H 0.663 -1.391 1.359  N5 1.002
11 H -1.661 -1.818 -0.143  O6 0.986

# 3
The following is a DFT calculation (ωB97M-V/def2-TZVPD) of 2 unconnected molecules or ions with the total composition CH3N4S.

Results
HOMO-LUMO gap (spin up / spin down) (eV): 7.107 / 7.108
Net charge: -1
Highest occupied orbital energy (spin up / spin down) (eV): -2.892 / -2.893
Relative energy (zero: lowest compared OMol25 entry of this formula, charge and spin) (kJ/mol): 440.5

Bonds (Å) are listed after each position.
Geometry (Å):
1 C 0.286 0.273 -0.286  N3 1.459, N4 1.405, H7 1.159, H8 1.083
2 N 0.815 -1.968 -0.206  N4 1.193
3 N 1.683 0.686 -0.197  C1 1.459, N5 1.248
4 N 0.153 -1.049 0.168  C1 1.405, N2 1.193
5 N 2.485 -0.242 0.029  N3 1.248, S6 1.608
6 S 4.046 0.146 0.060  N5 1.608
7 H -0.336 1.137 0.171  C1 1.159
8 H -0.089 0.158 -1.295  C1 1.083
9 H -0.016 -1.041 1.625  no bonds

# 4
The following is a DFT calculation (ωB97M-V/def2-TZVPD) of 2 unconnected molecules or ions with the total composition CH2ClNO2S2.

Results
HOMO-LUMO gap (spin up / spin down) (eV): 7.997 / 5.794
Highest occupied orbital energy (spin up / spin down) (eV): -10.521 / -9.249
Relative energy (zero: lowest compared OMol25 entry of this formula, charge and spin) (kJ/mol): 248.7

Bonds (Å) are listed after each position.
Geometry (Å):
1 C -0.556 -0.181 0.402  N2 1.282, S5 1.675, H8 1.082
2 N 0.309 0.168 -0.479  C1 1.282, H9 1.014
3 O 2.835 0.984 1.307  S6 1.429
4 O 3.367 1.043 -1.107  S6 1.428
5 S -1.985 -0.939 -0.034  C1 1.675
6 S 2.741 0.401 0.006  O3 1.429, O4 1.428, Cl7 2.141
7 Cl 3.463 -1.610 0.132  S6 2.141
8 H -0.375 0.083 1.435  C1 1.082
9 H 0.153 -0.110 -1.442  N2 1.014